# 1
# CH3BBr2

A molecular structure, CH3BBr2 at a distorted geometry (ωB97M-V with the def2-TZVPD basis set, the OMol25 dataset).

XYZ file:
```
7
Properties=species:S:1:pos:R:3:mulliken_charge:R:1
Br -0.6161 -0.6741 0.6756 0.262
Br 0.1318 2.3062 0.0289 -0.162
C -1.2360 0.9761 -0.3022 -0.405
B 0.9621 -1.2190 -0.1540 0.149
H 1.3667 -2.2907 0.1219 0.004
H 1.5719 -0.4551 -0.7998 -0.011
H -2.1804 1.3565 0.4296 0.163
```



# 2
# CH3BBr2O2

A molecular structure, CH3BBr2O2 at a distorted geometry (ωB97M-V with the def2-TZVPD basis set, the OMol25 dataset).

XYZ file:
```
9
Properties=species:S:1:pos:R:3:mulliken_charge:R:1
Br -3.3843 -2.5232 -0.8974 0.035
Br -2.8579 -1.6900 2.0105 0.039
O 0.0415 -1.1295 0.1070 -0.476
O 0.0410 1.2300 0.0146 -0.550
C -3.1727 -1.1696 0.3177 -0.111
B -0.3866 0.0583 -0.3302 0.559
H 0.7011 -1.1871 0.8108 0.288
H -1.2608 0.1009 -1.0856 -0.104
H 0.8358 1.5881 0.6064 0.321
```



Energy relative to the best compared isomer or geometry (same formula, charge and spin) per entry: 4.576 4.035 eV
Energy per entry: -141842.4807 -145940.5237 eV
Gap between HOMO and LUMO per entry: 7.2 7.9 eV